[1]
Entry from OMol25: 11 unconnected molecules or ions with the total composition C26H56Cl18O4 (wB97M-V/def2-TZVPD).

Atoms and positions in Å:
C1 3.31411 -5.47309 2.25624
O1 4.14123 -5.55153 3.46679
C2 4.26782 -6.88289 4.03008
C3 3.37670 -7.09543 5.22765
O2 1.99302 -6.97944 4.88894
C4 1.35675 -5.82921 5.34787
H1 2.35338 -5.97472 2.37225
H2 3.73392 -5.99226 1.39465
H3 3.20169 -4.42180 1.99120
H4 5.25503 -6.89475 4.49200
H5 4.13684 -7.73803 3.36700
H6 3.60334 -6.44561 6.07291
H7 3.41795 -8.07929 5.69501
H8 0.27515 -5.96141 5.32017
H9 1.63585 -4.90768 4.83699
H10 1.46679 -5.61213 6.41035
C5 -7.37531 5.48212 -3.93784
O3 -7.20506 4.69304 -2.79171
C6 -5.91548 4.17778 -2.72187
C7 -5.51337 3.44478 -1.42384
O4 -4.30010 2.67409 -1.63452
C8 -4.16994 1.57641 -0.67337
H11 -7.90936 5.07076 -4.79439
H12 -6.42583 5.94185 -4.21211
H13 -7.96739 6.34516 -3.63336
H14 -5.15687 4.94974 -2.85107
H15 -5.66900 3.49334 -3.53359
H16 -6.35072 2.79646 -1.16570
H17 -5.37973 4.09453 -0.55894
H18 -4.80102 0.73982 -0.97331
H19 -4.29435 1.73016 0.39854
H20 -3.16844 1.18713 -0.85658
Cl1 3.48838 2.15045 1.53332
C9 5.19294 2.32894 1.98867
C10 5.69059 3.59347 2.62690
Cl2 4.65624 3.93461 4.08384
H21 5.76284 2.07755 1.09417
H22 5.43269 1.56747 2.73082
H23 5.61395 4.42976 1.93202
H24 6.70271 3.39212 2.97784
Cl3 2.72863 -3.41154 -2.75231
C11 0.99155 -3.50944 -2.85092
C12 0.33040 -2.80672 -4.06885
Cl4 0.35541 -1.03498 -4.09123
H25 0.45440 -3.13939 -1.97763
H26 0.64468 -4.53942 -2.93414
H27 -0.73057 -3.05625 -4.05570
H28 0.74122 -3.19007 -5.00286
Cl5 -2.39082 -3.37812 -0.13637
C13 -1.95018 -3.93176 1.53774
C14 -0.72261 -4.79809 1.40240
Cl6 0.66494 -3.82344 0.72351
H29 -2.77490 -4.52957 1.92575
H30 -1.80958 -3.07476 2.19644
H31 -0.91756 -5.73714 0.88445
H32 -0.42580 -4.99007 2.43349
Cl7 2.60648 2.45403 -4.39077
C15 2.42533 3.35338 -2.87967
C16 1.17735 4.13699 -2.78678
Cl8 1.50136 5.31968 -1.39194
H33 3.24041 4.07641 -2.91076
H34 2.60915 2.65299 -2.06496
H35 0.34615 3.53067 -2.42680
H36 1.13881 4.77069 -3.67280
Cl9 -4.67180 5.81054 1.32405
C17 -2.90230 5.63978 1.43432
C18 -2.19915 5.13210 0.09956
Cl10 -1.92392 6.38560 -1.11107
H37 -2.64404 4.77290 2.04253
H38 -2.47094 6.51095 1.92736
H39 -2.79736 4.36505 -0.39226
H40 -1.25582 4.60860 0.25508
Cl11 6.15354 -1.55159 -0.65680
C19 6.15245 0.10177 -1.31926
C20 5.89736 0.02520 -2.84679
Cl12 5.96999 1.66339 -3.47004
H41 7.15590 0.46850 -1.10318
H42 5.44975 0.72663 -0.76802
H43 4.86683 -0.32095 -2.92613
H44 6.56638 -0.59344 -3.44496
Cl13 1.57373 -0.40983 1.39342
C21 1.44096 -0.26966 -0.35376
C22 0.01240 0.18724 -0.68059
Cl14 -0.34765 1.69253 0.07434
H45 1.79519 -1.19816 -0.80155
H46 2.12522 0.50680 -0.69583
H47 -0.74333 -0.53672 -0.37587
H48 -0.01832 0.40633 -1.74790
Cl15 -2.97031 -0.56918 -3.31283
C23 -4.69928 -1.10868 -3.27747
C24 -4.97012 -2.22683 -4.24057
Cl16 -4.04946 -3.65907 -3.78978
H49 -5.31989 -0.21906 -3.38483
H50 -4.86898 -1.46722 -2.26221
H51 -4.82408 -1.93147 -5.27958
H52 -6.04838 -2.38085 -4.28217
Cl17 -0.58916 2.65798 5.96652
C25 -0.21914 2.69338 4.25309
C26 -0.59774 1.35400 3.61444
Cl18 -2.35738 1.20943 3.70768
H53 0.86207 2.83147 4.24791
H54 -0.67376 3.61529 3.89046
H55 -0.21683 0.54411 4.23660
H56 -0.34483 1.15643 2.57276

E_HOMO	-9.455	eV
HOMO-LUMO gap	9.8	eV
SMILES	COCCOC.COCCOC.ClCCCl.ClCCCl.ClCCCl.ClCCCl.ClCCCl.ClCCCl.ClCCCl.ClCCCl.ClCCCl
LUMO	0.013	Eh

These are the Mulliken partial charges, in e, on atoms 1 to 6: number 1, C, carries -0.647; number 2, O, carries -0.359; number 3, C, carries -0.462; number 4, C, carries -0.610; number 5, O, carries -0.343; number 6, C, carries -0.725


[2]
Entry from OMol25: 3 unconnected molecules or ions with the total composition C6H15NO2 (wB97M-V/def2-TZVPD).

Atoms and positions in Å:
C1 1.32508 0.40733 -0.41260
C2 1.53296 1.68534 0.38864
C3 2.56967 -0.49357 -0.28725
C4 0.12836 -0.46594 0.05050
O1 1.13202 0.77192 -1.77869
O2 -0.14228 -1.44464 -0.72937
H1 0.77471 -0.02073 -2.20834
H2 0.17210 -0.64791 1.13934
H3 3.44062 0.04808 -0.65898
H4 2.75201 -0.77821 0.75224
H5 0.74855 2.41360 0.19748
H6 2.48580 2.13888 0.11138
H7 1.55837 1.46540 1.45841
H8 2.43485 -1.40132 -0.87487
C5 -2.46199 -0.98137 0.94963
C6 -1.42453 0.89944 0.08439
N1 -2.50184 -1.89835 0.00408
H9 -3.25376 -1.83304 -0.66973
H10 -1.52678 -2.08322 -0.38826
H11 -3.36173 -0.44108 1.21143
H12 -1.70006 -1.06961 1.70776
H13 -1.35314 1.52258 0.97381
H14 -2.45324 0.87006 -0.27272
H15 -0.87575 1.33636 -0.74829

E_HOMO	-8.123	eV
HOMO-LUMO gap	8.5	eV
LUMO	0.014	Eh

These are the natural (NBO) partial charges, in e, on atoms 1 to 6: number 1, C, carries 0.169; number 2, C, carries -0.624; number 3, C, carries -0.623; number 4, C, carries 0.321; number 5, O, carries -0.732; number 6, O, carries -0.786


[3]
Entry from OMol25: a single C3H7N molecule (wB97M-V/def2-TZVPD).

Atoms and positions in Å:
C1 -1.31611 0.04509 -0.14229
C2 0.04934 0.04467 0.63415
C3 1.19435 -0.53417 -0.10978
N1 1.14303 0.88452 0.03820
H1 -0.99632 -0.22410 -1.23479
H2 -1.97597 -0.64222 0.54372
H3 -1.77540 1.06008 -0.15660
H4 -0.10016 0.17932 1.70674
H5 0.95587 -1.04361 -1.01283
H6 1.91642 -1.07112 0.54420
H7 0.90495 1.30154 -0.81073

E_HOMO	-9.364	eV
HOMO-LUMO gap	10.6	eV
SMILES	C[C@H]1CN1
LUMO	0.044	Eh

These are the natural (NBO) partial charges, in e, on atoms 1 to 6: number 1, C, carries -0.634; number 2, C, carries -0.088; number 3, C, carries -0.252; number 4, N, carries -0.591; number 5, H, carries 0.206; number 6, H, carries 0.224


[4]
Entry from OMol25: a single C3H7NO2 molecule (wB97M-V/def2-TZVPD).

Atoms and positions in Å:
C1 -1.58261 0.29711 -0.09118
C2 -0.30738 -0.29413 0.55674
O1 -0.26171 -1.70703 0.41297
C3 0.83502 0.54555 -0.08547
N1 2.13048 0.11355 -0.20106
O2 0.53890 1.64068 -0.54379
H1 -1.88376 1.22036 0.40861
H2 -2.43022 -0.39546 -0.10162
H3 -1.34200 0.57871 -1.10746
H4 -0.32187 -0.17715 1.65445
H5 -0.68428 -1.93533 -0.42613
H6 2.60339 -0.67907 0.20753
H7 2.70603 0.79221 -0.68358

E_HOMO	-9.690	eV
HOMO-LUMO gap	10.5	eV
SMILES	C[C@@H](O)C(N)=O
LUMO	0.031	Eh

These are the natural (NBO) partial charges, in e, on atoms 1 to 6: number 1, C, carries -0.638; number 2, C, carries 0.006; number 3, O, carries -0.708; number 4, C, carries 0.641; number 5, N, carries -0.825; number 6, O, carries -0.622


[5]
Entry from OMol25: a molecular structure, C6H11O4Ru (wB97M-V/def2-TZVPD).

Atoms and positions in Å:
O1 0.22282 1.77804 -1.22677
C1 1.20661 1.61692 -0.26237
C2 0.71946 1.02161 1.06997
O2 0.27846 2.13353 1.88552
C3 -1.04810 2.51252 1.92663
C4 -2.04918 2.07288 1.14380
Ru1 -1.50184 1.08509 -0.67796
H1 1.75214 2.57102 -0.07568
H2 2.01710 0.93828 -0.61904
H3 0.09687 0.28250 1.60897
H4 -1.17268 3.16399 2.80550
H5 -2.99601 2.53975 1.46214
O3 -1.49246 -0.91413 -0.59949
H6 -2.23852 -1.42709 -1.01925
C5 1.24539 -2.98171 -1.63046
O4 0.03666 -2.27018 -1.62334
C6 -0.30129 -1.72296 -0.35463
H7 1.60249 -3.11925 -2.66291
H8 2.02385 -2.43711 -1.06588
H9 1.08482 -3.96421 -1.16053
H10 -0.67437 -2.59104 0.22443
H11 1.18776 -0.28847 0.85134

E_HOMO (alpha / beta)	-1.011 / -2.681	eV
multiplicity	7
HOMO-LUMO gap (alpha / beta)	4.5 / 5.9	eV
LUMO (alpha / beta)	0.126 / 0.117	Eh
total charge	-1

These are the natural (NBO) partial charges, in e, on atoms 1 to 6: number 1, O, carries -0.811; number 2, C, carries -0.123; number 3, C, carries -0.140; number 4, O, carries -0.581; number 5, C, carries 0.105; number 6, C, carries -0.807


[6]
Entry from OMol25: a single C5H7N molecule (wB97M-V/def2-TZVPD).

Atoms and positions in Å:
C1 0.33103 1.49298 0.50624
C2 0.22987 -0.74637 -1.50414
C3 -0.63121 0.38291 0.57909
C4 -0.74408 -0.67140 -0.41003
C5 0.15208 -0.27506 1.67615
N1 0.64683 -0.84072 2.55999
H1 1.21606 1.42239 -0.10707
H2 0.28253 2.26366 1.25888
H3 -1.59471 0.66764 1.01246
H4 -1.43087 -1.47858 -0.20064
H5 0.03602 -1.56902 -2.18993
H6 0.24669 0.20877 -2.05919
H7 1.25976 -0.85721 -1.12180

E_HOMO (alpha / beta)	-8.462 / -8.183	eV
HOMO-LUMO gap (alpha / beta)	8.6 / 8.0	eV
LUMO (alpha / beta)	0.004 / -0.006	Eh

These are the natural (NBO) partial charges, in e, on atoms 1 to 6: number 1, C, carries -0.304; number 2, C, carries -0.686; number 3, C, carries -0.430; number 4, C, carries -0.066; number 5, C, carries 0.281; number 6, N, carries -0.336


[7]
Entry from OMol25: a single C6H12 molecule (wB97M-V/def2-TZVPD).

Atoms and positions in Å:
C1 -2.10519 0.21829 0.60151
C2 -1.07696 0.24534 -0.51798
C3 0.16783 1.13793 -0.28401
C4 1.09650 -0.07711 -0.54012
C5 2.08594 -0.40315 0.56751
C6 -0.15107 -0.99182 -0.62427
H1 -1.61970 0.00025 1.56162
H2 -2.86325 -0.55499 0.42991
H3 -2.61865 1.18216 0.70020
H4 -1.56866 0.46997 -1.47165
H5 0.23231 1.50641 0.74779
H6 0.28361 1.99332 -0.95750
H7 1.61912 -0.00682 -1.50159
H8 2.56891 -1.37350 0.40233
H9 2.86933 0.35950 0.64735
H10 1.57037 -0.45145 1.53539
H11 -0.25063 -1.59070 -1.53505
H12 -0.23982 -1.66362 0.23857

E_HOMO	-10.287	eV
HOMO-LUMO gap	11.5	eV
SMILES	C[C@H]1C[C@@H](C)C1
LUMO	0.044	Eh

These are the natural (NBO) partial charges, in e, on atoms 1 to 6: number 1, C, carries -0.602; number 2, C, carries -0.212; number 3, C, carries -0.402; number 4, C, carries -0.212; number 5, C, carries -0.602; number 6, C, carries -0.402


Molar mass
In order: 1070.88; 133.19; 57.10; 89.09; 248.22; 81.12; 84.16
Unit: g mol⁻¹
Relative energy (zero: lowest compared OMol25 entry of this formula, charge and spin)
In order: 0.00; 441.84; 139.75; 88.83; 58.41; 417.79; 82.41
Unit: kJ/mol